{"formula": "C49H130N6O15", "method": "the ωB97M-V functional and the def2-TZVPD basis", "symbols": ["C", "O", "C", "C", "N", "C", "C", "O", "C", "H", "H", "H", "H", "H", "H", "H", "H", "H", "H", "H", "H", "H", "H", "H", "C", "O", "C", "C", "N", "C", "C", "O", "C", "H", "H", "H", "H", "H", "H", "H", "H", "H", "H", "H", "H", "H", "H", "H", "C", "C", "C", "O", "C", "N", "H", "H", "H", "H", "H", "H", "H", "H", "H", "H", "H", "C", "C", "C", "O", "C", "N", "H", "H", "H", "H", "H", "H", "H", "H", "H", "H", "H", "C", "C", "C", "O", "C", "N", "H", "H", "H", "H", "H", "H", "H", "H", "H", "H", "H", "C", "C", "C", "O", "C", "N", "H", "H", "H", "H", "H", "H", "H", "H", "H", "H", "H", "C", "C", "C", "O", "H", "H", "H", "H", "H", "H", "H", "H", "C", "C", "C", "O", "H", "H", "H", "H", "H", "H", "H", "H", "C", "C", "C", "O", "H", "H", "H", "H", "H", "H", "H", "H", "C", "C", "C", "O", "H", "H", "H", "H", "H", "H", "H", "H", "C", "C", "C", "O", "H", "H", "H", "H", "H", "H", "H", "H", "C", "C", "C", "O", "H", "H", "H", "H", "H", "H", "H", "H", "C", "C", "C", "O", "H", "H", "H", "H", "H", "H", "H", "H"], "xyz": [[10.368108, 16.507495, 8.454382], [10.534845, 16.461902, 9.828276], [11.839243, 16.297855, 10.203637], [11.985315, 16.409580, 11.694537], [12.132616, 17.836690, 12.124737], [10.828586, 18.498618, 12.147673], [10.957730, 19.885180, 12.693909], [11.360911, 20.005196, 14.020800], [10.231785, 20.010084, 14.831914], [9.316817, 16.684603, 8.165888], [10.683582, 15.547103, 7.909834], [10.933260, 17.400271, 8.041769], [12.523778, 17.058575, 9.765696], [12.267369, 15.317408, 9.891118], [12.762417, 15.757836, 12.009925], [11.111529, 15.913885, 12.169098], [12.589175, 17.950976, 13.015291], [10.074457, 17.929686, 12.757685], [10.487240, 18.565728, 11.119019], [10.012822, 20.443712, 12.570954], [11.726370, 20.418077, 12.177426], [10.462311, 19.818831, 15.878794], [9.525988, 19.198674, 14.577758], [9.646895, 20.895512, 14.692134], [17.972794, 18.024192, 15.600180], [16.734782, 17.604303, 16.237413], [15.639836, 17.784867, 15.365194], [14.312393, 17.241903, 15.967351], [13.141580, 17.609664, 15.172896], [11.896421, 16.915816, 15.343755], [11.374986, 16.593247, 16.708375], [10.753929, 17.746426, 17.222022], [10.361617, 17.529260, 18.573513], [17.847142, 18.989002, 15.061211], [18.322261, 17.243866, 14.880532], [18.674394, 18.190069, 16.458603], [15.901135, 17.217942, 14.417010], [15.462518, 18.826308, 15.108265], [14.300249, 17.565766, 16.985574], [14.317887, 16.159505, 15.952217], [13.003725, 18.653011, 15.216378], [11.961388, 15.915930, 14.854513], [11.142315, 17.415174, 14.715936], [12.176541, 16.336884, 17.442150], [10.703567, 15.704161, 16.691111], [11.236388, 17.266906, 19.124055], [9.654924, 16.667901, 18.611986], [9.945792, 18.434140, 18.950019], [16.455876, 14.893244, 12.255462], [16.817427, 13.465432, 11.924792], [16.505116, 13.310507, 10.448133], [17.089674, 14.349372, 9.683027], [17.195548, 14.010739, 8.365312], [18.192741, 13.228553, 12.221698], [15.523123, 15.122569, 11.793365], [17.143055, 15.650039, 11.830403], [16.406876, 14.992088, 13.327850], [16.185835, 12.809820, 12.524272], [15.426896, 13.356403, 10.337405], [16.838101, 12.361223, 10.039927], [18.068467, 13.254550, 8.236016], [17.448602, 14.839260, 7.761540], [16.261409, 13.528035, 7.900120], [18.528068, 12.503590, 11.646199], [18.694320, 14.116032, 12.016939], [10.864996, 12.041225, 11.173738], [12.443582, 11.883853, 11.139152], [12.915041, 10.900156, 12.149939], [14.303706, 11.073553, 12.100204], [15.059841, 10.198402, 12.939659], [12.767801, 11.506896, 9.758537], [10.333438, 11.064969, 11.348843], [10.578462, 12.536831, 10.216751], [10.521353, 12.642032, 12.033223], [12.838481, 12.880690, 11.349479], [12.566116, 9.925183, 11.781309], [12.615070, 11.212971, 13.170041], [14.844645, 10.459551, 13.967974], [16.090526, 10.422325, 12.686198], [14.861125, 9.136897, 12.858838], [13.641608, 11.086215, 9.664258], [12.078823, 10.942260, 9.283957], [13.169999, 10.473078, 21.153701], [12.915825, 11.453925, 22.263702], [11.573239, 12.178578, 21.858118], [11.667825, 12.720774, 20.565956], [12.288491, 13.961233, 20.588387], [12.712263, 10.761357, 23.575287], [12.472132, 9.626937, 21.172356], [14.215028, 10.111976, 21.181190], [13.010908, 11.015052, 20.215296], [13.664917, 12.186907, 22.399942], [11.314495, 12.914856, 22.624096], [10.790643, 11.338577, 21.748051], [12.265680, 14.401049, 19.602901], [13.426770, 13.839887, 20.820315], [11.833689, 14.641729, 21.268478], [13.540895, 10.236883, 23.890412], [12.571058, 11.400815, 24.346952], [7.784248, 13.222488, 19.594671], [8.925909, 12.670787, 18.724934], [9.242167, 11.208392, 19.137921], [8.097833, 10.440535, 18.825500], [8.406047, 9.058340, 18.856021], [8.641444, 12.882296, 17.279575], [7.308072, 14.171095, 19.371781], [8.115367, 13.408308, 20.648018], [6.987532, 12.484813, 19.719158], [9.840716, 13.223893, 18.897681], [9.551281, 11.154772, 20.182786], [10.093746, 10.914518, 18.492850], [8.796972, 8.724642, 19.817909], [9.309984, 8.889690, 18.179478], [7.528402, 8.518918, 18.518634], [9.372876, 12.377584, 16.741615], [7.759694, 12.413367, 17.036239], [14.618761, 9.054488, 18.251328], [13.747285, 8.829311, 17.004865], [13.856032, 7.445666, 16.254000], [12.398358, 9.079056, 17.460350], [14.176726, 8.522487, 19.081468], [14.704016, 10.124720, 18.446736], [15.652268, 8.674310, 17.965299], [13.974562, 9.620146, 16.274693], [14.956986, 7.457987, 16.011192], [13.209438, 7.345465, 15.347167], [13.789162, 6.587556, 16.981472], [11.784698, 9.044993, 16.698540], [16.849277, 13.420996, 16.064320], [18.268022, 13.886788, 15.708851], [18.918200, 14.218940, 17.002265], [18.986024, 12.878112, 15.045573], [16.178399, 14.218532, 16.468300], [17.038280, 12.640771, 16.834598], [16.290538, 13.016262, 15.173571], [18.174046, 14.675661, 14.926277], [18.917519, 13.295608, 17.591042], [18.391258, 15.108760, 17.415875], [20.001820, 14.417383, 16.862483], [18.720767, 12.792707, 14.119950], [7.610989, 15.900017, 14.451878], [8.079109, 14.518344, 14.009108], [8.321784, 14.354346, 12.454674], [9.310978, 14.306244, 14.658967], [8.359999, 16.605290, 14.099586], [7.642686, 16.047456, 15.545435], [6.623655, 16.100310, 13.957334], [7.297122, 13.839477, 14.344740], [9.049032, 15.080656, 12.084381], [7.396973, 14.734605, 11.955445], [8.584695, 13.338900, 12.157281], [9.060615, 14.384833, 15.627405], [10.815762, 8.386977, 13.887391], [9.502111, 9.285486, 14.013187], [8.283592, 8.439326, 14.234771], [9.678643, 10.189388, 15.125266], [11.690838, 8.993259, 13.718821], [10.638322, 7.732729, 13.045442], [10.859665, 7.799275, 14.856751], [9.356521, 9.865403, 13.063478], [7.487842, 9.018797, 14.672964], [8.339766, 7.592954, 14.958791], [7.957493, 8.086814, 13.266649], [10.321902, 10.882394, 14.966822], [16.053018, 18.153411, 21.518057], [14.684531, 17.689628, 21.078279], [14.631493, 17.460454, 19.589802], [14.059787, 16.598924, 21.779702], [16.275196, 18.058164, 22.604109], [16.201815, 19.226879, 21.282453], [16.829302, 17.618052, 20.942765], [13.990781, 18.463723, 21.238349], [15.292858, 16.670930, 19.199567], [15.027455, 18.373271, 19.085702], [13.612733, 17.302071, 19.289334], [14.561980, 15.873378, 21.360921], [17.002251, 13.110658, 20.071692], [16.557422, 13.357236, 21.473479], [17.597292, 13.057016, 22.549846], [16.124817, 14.758220, 21.528912], [17.224027, 12.045065, 19.965659], [17.926483, 13.616552, 19.874875], [16.236608, 13.465053, 19.281231], [15.739657, 12.640429, 21.616838], [17.215076, 13.081493, 23.567941], [18.485766, 13.711523, 22.478133], [17.986857, 12.046011, 22.460026], [16.274593, 15.092671, 22.429598], [13.108044, 13.375431, 14.756840], [13.071689, 12.580603, 16.040966], [12.914621, 13.434443, 17.283683], [11.932381, 11.644741, 15.935036], [13.689404, 12.940662, 13.995824], [13.548642, 14.396723, 14.952178], [12.072454, 13.492025, 14.465860], [14.021813, 11.981260, 16.158674], [13.777831, 14.151416, 17.426672], [12.999512, 12.817959, 18.202148], [12.044831, 14.061519, 17.136235], [12.091577, 10.974790, 16.643257]], "forces_ev_per_a": [[0.3, 0.3, -2.0], [-1.5, -0.1, -0.1], [2.4, -0.4, 0.2], [-1.2, 1.0, 0.8], [-0.5, -1.1, -0.7], [0.2, -0.6, 0.6], [-0.3, 1.0, -0.8], [0.2, -0.5, 1.0], [-1.0, -1.3, 0.8], [0.3, -0.2, 0.6], [-0.1, 1.2, 0.8], [-0.3, -1.0, 0.2], [-0.5, -0.1, -0.1], [-0.5, 0.2, -0.1], [1.4, 0.0, 0.4], [0.0, 0.4, -0.2], [0.2, -0.4, 0.3], [0.3, 0.2, -0.5], [-0.4, 0.0, 0.0], [0.2, -0.2, -0.2], [0.5, 0.3, -0.9], [0.4, 0.3, -0.1], [0.3, -0.1, -0.1], [-0.2, 1.0, 0.1], [-0.4, -0.1, 0.9], [0.5, 0.7, -0.3], [-0.5, -1.5, -1.3], [0.4, -0.4, -1.0], [0.8, 2.7, 0.1], [-0.1, -1.9, -1.2], [0.2, 0.4, 1.0], [-0.7, 0.1, 0.5], [-0.3, -1.0, -1.4], [0.0, -0.5, 0.3], [-0.1, 0.5, 0.6], [-0.4, -0.3, -1.0], [-0.6, 0.7, 0.6], [0.3, 0.4, -0.1], [-0.3, 0.2, 0.9], [0.3, -0.4, 0.3], [0.0, -1.5, -0.1], [0.3, 0.5, 0.1], [0.1, 0.0, 0.6], [0.0, -0.1, -0.6], [0.0, 0.6, -0.1], [0.7, -0.2, 0.8], [0.2, 0.6, 0.2], [-0.5, 0.6, 0.3], [0.5, 0.5, 0.3], [-0.6, 0.9, -1.0], [-0.4, -0.3, -0.1], [-0.3, 0.5, 1.3], [0.5, -3.1, -1.6], [1.0, 1.7, 1.1], [-1.0, 0.2, 0.0], [0.0, -0.6, 0.3], [-0.1, 0.4, 0.4], [-0.2, -0.2, -0.2], [-0.5, -0.1, -0.2], [0.2, -0.5, 0.0], [-1.3, 0.8, 0.0], [0.2, 1.2, -0.4], [1.0, 0.6, 0.8], [0.8, -0.9, -0.7], [-0.1, -1.2, 0.0], [0.5, -0.2, 0.4], [-3.1, 0.5, -1.2], [0.2, 1.0, 0.2], [1.2, -1.4, -0.1], [-0.2, 1.1, -0.2], [-1.0, 1.0, 0.2], [0.6, 0.6, -0.7], [-0.1, -0.5, 0.8], [0.4, 0.1, -0.4], [0.3, -0.1, 0.0], [0.2, -0.2, 0.7], [-0.5, -0.7, -0.3], [0.2, 0.1, 0.6], [0.2, -0.2, 0.3], [-0.3, -0.3, -0.6], [1.7, -0.7, 0.0], [-0.2, 0.0, 0.3], [1.1, -0.1, -0.3], [-2.3, -0.7, 0.9], [-0.1, -2.5, 0.2], [-0.6, 0.2, 0.2], [2.9, -0.1, -0.5], [0.3, -0.3, -0.1], [0.2, 0.2, 0.2], [-0.5, -0.1, -0.1], [0.2, -0.3, 0.0], [1.1, 0.9, -0.4], [-0.3, 0.1, -0.2], [1.0, 1.4, 0.7], [-0.2, 0.1, -0.3], [-1.7, 0.4, -0.1], [-0.3, 0.6, 0.8], [-0.4, 0.2, -0.7], [-0.3, 0.4, -0.2], [0.1, -0.2, 1.7], [-0.4, 0.4, 0.1], [-0.3, 1.2, -1.6], [0.4, -0.5, 0.6], [1.6, 0.4, -1.1], [0.2, -0.9, 0.0], [0.2, 0.1, -0.9], [0.2, -0.4, -0.7], [0.0, 0.0, -0.3], [0.2, 0.2, 0.3], [-0.2, -0.1, 0.1], [-0.1, -0.3, 0.3], [-0.5, 0.0, 0.4], [-1.2, -0.1, 0.3], [0.1, -0.2, 0.1], [-0.6, 0.4, 0.3], [0.4, 0.1, 0.1], [1.2, -0.8, -1.9], [-1.2, -0.2, -0.4], [1.8, 0.6, 1.4], [-0.4, 0.2, -0.5], [0.2, -0.1, 0.3], [-0.1, -0.1, 0.2], [-1.1, 0.4, 0.8], [0.2, -0.2, -0.1], [-1.0, -0.3, -0.5], [0.6, 0.1, 0.9], [-0.5, 0.8, -0.8], [0.3, -0.2, 0.4], [-0.8, -0.4, -0.4], [-1.5, 0.2, -1.9], [1.4, 0.8, -0.2], [0.7, -1.0, 0.8], [0.8, -0.4, -0.1], [-0.8, 0.2, -0.5], [0.7, 0.1, 0.8], [0.2, 0.4, 1.0], [-0.4, 0.4, 0.4], [0.5, -0.8, 0.3], [-0.6, 0.3, 0.0], [-0.3, 0.4, -0.3], [-0.4, 0.4, -1.2], [0.3, 0.6, -1.0], [-1.4, 1.5, 1.0], [-0.1, -0.5, 1.7], [0.0, 0.4, -0.3], [-0.6, -0.5, -0.4], [0.7, 0.2, 0.9], [0.1, -0.7, 0.0], [0.4, -0.3, 0.3], [0.4, -0.8, 0.2], [-0.2, 0.2, 0.1], [0.8, -0.5, -1.1], [-2.2, 0.3, 1.1], [2.2, 0.3, 0.2], [-0.5, -0.5, 0.7], [-0.9, -0.8, -0.1], [0.3, 0.1, 0.1], [0.3, -0.5, -0.2], [0.2, 0.6, -1.2], [0.2, -0.3, 0.7], [-0.4, 0.6, -0.2], [0.7, 0.4, -0.7], [-0.2, -0.4, -0.1], [0.4, 0.1, -0.3], [1.2, 0.1, 0.4], [-0.7, -0.1, -0.1], [1.2, 0.8, -0.8], [1.5, -0.3, -0.8], [-0.4, -0.1, -0.6], [-0.3, -0.5, 0.0], [-0.1, 0.0, 0.4], [-0.8, 1.4, 0.4], [-0.3, -0.1, 0.4], [-0.5, -0.4, 0.2], [-0.5, -0.2, -0.3], [-0.5, -0.5, 0.8], [-0.5, 0.1, -1.4], [-0.4, 0.5, 0.4], [0.7, 0.1, -0.3], [0.3, -1.0, 0.5], [-0.3, 0.0, -0.3], [0.5, 0.5, -0.2], [1.1, -0.7, 1.4], [-0.5, 0.6, 0.4], [-0.3, 0.4, 0.0], [-0.5, -0.1, 0.0], [-0.1, -0.2, -0.3], [-0.2, -0.2, -0.4], [-0.1, 1.7, 1.5], [0.7, -1.1, 0.2], [1.6, 0.4, 0.2], [1.3, 0.1, 0.8], [0.6, -0.8, -1.1], [-0.5, -1.0, -0.2], [-0.3, 0.3, -0.4], [-0.8, 0.4, -0.2], [-0.6, -0.6, -0.6], [-0.9, 0.3, -0.5], [-0.5, -0.2, 0.6], [-0.4, 0.5, -0.5]], "mulliken_charge": [-0.84, -0.16, -1.08, 0.98, -0.51, 0.60, -1.21, -0.31, -0.77, 0.24, 0.27, 0.32, 0.39, 0.54, 0.19, -0.80, 0.48, -0.65, 0.60, 0.43, 0.47, 0.16, 0.27, 0.47, -0.74, -0.14, -0.71, 0.11, 0.14, 1.07, 0.84, -0.38, -0.45, 0.34, 0.18, 0.22, 0.16, 0.46, 0.14, -0.45, 0.51, -0.80, -0.55, -0.33, -0.24, -0.01, 0.21, 0.30, -1.38, 2.38, -1.20, -0.32, -0.72, -0.44, 0.33, 0.44, 0.02, -1.51, 0.30, 0.64, 0.26, 0.31, 0.24, 0.26, 0.34, -1.18, 1.29, 0.31, -0.17, -0.86, -0.72, 0.27, 0.55, -0.23, -0.32, 0.43, -0.87, 0.08, 0.33, 0.41, 0.27, 0.25, -0.85, 1.08, -1.26, 0.57, -0.62, -0.83, 0.32, 0.50, -0.23, 0.01, 0.51, 0.00, -0.40, 0.07, 0.72, 0.26, 0.27, -1.58, 0.81, 0.00, -0.43, -0.50, -0.05, 0.40, 0.33, 0.34, -0.57, 0.36, -0.18, 0.30, -0.01, 0.32, -0.01, 0.26, -1.14, 2.13, -1.40, -0.58, 0.27, 0.09, 0.46, -1.10, 0.40, 0.28, 0.33, -0.11, 0.39, 0.79, -1.28, -0.67, -0.15, 0.29, -0.66, -0.12, 0.32, 0.19, 0.46, 0.43, -1.27, 0.62, -0.93, 0.28, -0.02, 0.40, 0.41, 0.27, -0.03, 0.50, 0.19, -0.43, -0.83, 1.18, -1.79, -0.36, -0.10, 0.61, 0.19, -0.28, 0.39, 0.35, 0.45, -0.29, -1.48, 0.21, -0.56, -0.50, 0.34, 0.42, 0.23, 0.60, 0.35, 0.59, -0.38, 0.23, -1.26, 1.45, -1.76, -0.38, 0.45, 0.34, 0.05, -0.59, 0.50, 0.37, 0.44, 0.26, 0.64, 1.12, 1.33, 1.92, -0.61, -0.82, -0.02, -0.08, -0.08, -0.51, -0.83, -0.81], "de_lowest_kj_mol": 0.00, "homo_lumo_gap_ev": 8.83, "spin_multiplicity": 1, "e_tot_ha": -3401.7925}